A structure of composition C30H33AlFN4O4Sb at a distorted geometry. Source: the OMol25 dataset; level of theory: the ωB97M-V functional and the def2-TZVPD basis.

XYZ file:
```
74
Properties=species:S:1:pos:R:3
Al -0.040 0.330 0.362
C 5.850 1.451 4.324
C 5.672 -0.024 3.959
C 6.952 -0.718 3.507
C 7.465 -0.090 2.218
C 6.375 -0.041 1.195
C 6.691 0.056 -0.142
C 5.688 0.101 -1.112
F 6.030 0.218 -2.387
C 4.357 0.036 -0.776
C 3.995 -0.047 0.578
C 2.616 -0.048 0.972
O 1.664 0.064 0.055
C 2.342 -0.112 2.343
C 3.392 -0.162 3.250
N 4.660 -0.123 2.899
C 5.016 -0.077 1.576
C 0.964 -0.056 2.931
O 0.766 -0.171 4.104
O -0.009 0.170 2.051
H 6.605 1.541 5.100
H 4.916 1.853 4.712
H 6.159 2.053 3.472
H 5.273 -0.549 4.833
H 6.740 -1.777 3.343
H 7.704 -0.648 4.292
H 8.310 -0.659 1.830
H 7.827 0.926 2.402
H 7.723 0.104 -0.451
H 3.602 0.051 -1.544
H 3.154 -0.212 4.304
C -5.029 5.785 3.150
C -5.404 4.345 2.998
C -4.497 3.326 3.252
C -4.848 1.992 3.136
C -6.139 1.649 2.752
N -6.603 0.320 2.676
C -5.966 -0.870 2.663
O -6.477 -1.918 2.948
N -4.577 -0.872 2.288
C -3.983 -0.360 1.190
C -4.639 0.450 0.241
C -3.930 0.930 -0.841
C -2.568 0.695 -0.938
N -1.921 -0.046 -0.020
C -2.613 -0.601 0.977
C -7.056 2.664 2.481
C -6.689 3.987 2.600
H -4.053 5.892 3.617
H -5.764 6.308 3.759
H -5.010 6.274 2.176
H -3.498 3.574 3.576
H -4.128 1.232 3.390
H -7.596 0.222 2.863
H -4.087 -1.634 2.745
H -5.687 0.674 0.350
H -4.432 1.505 -1.602
H -1.978 1.058 -1.773
H -2.060 -1.249 1.646
H -8.064 2.410 2.192
H -7.413 4.759 2.394
C -0.243 3.918 -1.974
Sb -0.026 2.958 -0.072
C 1.760 3.841 0.716
C -1.533 3.845 1.148
H -0.192 4.993 -1.842
H -1.199 3.658 -2.415
H 0.555 3.601 -2.637
H 1.688 4.925 0.690
H 2.618 3.527 0.129
H 1.890 3.516 1.744
H -1.470 4.927 1.117
H -1.385 3.506 2.168
H -2.518 3.534 0.815
```

## Properties
2S+1   1
F_max   1.074 eV/A
Energy relative to the best compared isomer or geometry (same formula, charge and spin)   0.000 eV
Total charge   +2
HOMO-LUMO gap   6.789 eV
LUMO energy   -0.220 hartree